1.
Formula: C40H38AsF9HfN3O10P
Source: the OMol25 dataset
Level of theory: ωB97M-V/def2-TZVPD

Last column: Löwdin charge in e.
CARTESIAN COORDINATES (ANGSTROEM)
O1 -0.79766 0.10441 1.48618  -0.032
C1 -1.03429 -3.38836 0.43834  -0.088
H1 -1.64769 -0.56872 -5.13611  0.105
F1 6.72338 -2.20828 4.49838  0.128
H2 0.54936 6.75317 -2.80857  0.107
H3 4.08279 0.74412 3.43146  0.121
F2 -3.71453 -6.16708 2.01668  0.119
H4 1.27990 -0.40613 -2.90925  0.111
O2 -2.81936 0.89370 -3.35291  0.096
C2 -1.67010 3.69271 2.70417  -0.129
H5 -6.32160 2.10723 1.47109  0.039
C3 2.69393 -1.72046 1.54340  -0.395
H6 -6.18281 1.98752 -1.81869  0.072
H7 -4.47623 -0.58849 -1.94499  0.031
F3 2.48065 -2.90628 -6.05672  0.085
H8 3.35944 5.00078 -1.78171  0.127
H9 -5.61972 0.66790 2.29038  0.046
H10 0.83088 2.11127 -3.97615  0.088
O3 -2.71453 5.63430 1.69683  0.188
H11 2.27179 0.39572 1.91159  0.076
C4 2.47431 4.52282 -1.47693  -0.016
C5 6.03895 -1.06162 4.22212  -0.510
As1 -4.66726 0.93116 -0.03340  1.116
C6 -0.63114 0.25309 2.73825  -0.365
H12 -3.13509 5.74362 0.78475  0.192
H13 -3.05486 -4.16255 0.59872  0.117
O4 1.04770 1.89108 0.58161  -0.120
F4 -2.49852 -6.39486 3.88425  0.112
C7 3.40953 -3.45365 -5.14986  -0.484
C8 -2.06224 -4.13207 1.03275  0.001
N1 -1.23581 2.45839 2.40193  0.060
C9 -0.83524 1.55655 3.31023  -0.139
C10 -1.87672 -4.71588 2.30929  -0.117
C11 2.91437 -0.46044 2.14387  -0.074
H14 -0.65950 3.73846 5.91272  0.145
C12 -2.96293 -5.48548 2.94978  -0.505
H15 4.51968 -1.66877 -3.34474  0.117
O5 -3.09642 1.21686 0.53856  -0.583
C13 -1.56633 4.16004 4.00416  0.098
C14 3.72052 -2.26228 -2.93615  0.001
H16 -0.47295 -5.02840 3.90936  0.121
C15 2.14195 -4.07772 -3.06633  0.004
H17 -5.93402 -1.16497 -0.96242  0.059
H18 1.72282 -4.94072 -3.59817  0.132
Hf1 -1.14851 1.89583 0.27387  1.730
H19 -0.24248 -0.47837 4.46959  0.163
H20 1.29237 -3.56730 2.91094  0.097
C16 3.07879 -3.27881 -3.72751  -0.115
C17 0.09389 4.23647 -1.84272  -0.449
F5 6.96552 -0.15928 3.75814  0.128
H21 -1.40018 -1.59850 -3.73087  0.089
H22 -4.46939 2.28983 -2.11967  0.018
C18 0.38836 -3.78589 2.34360  -0.053
H23 -6.94274 0.47588 1.02548  0.073
O6 -2.16531 3.83049 0.40522  0.005
F6 4.62119 -2.92131 -5.48867  0.123
C19 2.16862 -2.73680 -1.04715  -0.384
N2 0.09954 3.25197 -0.88481  0.035
C20 4.00032 -0.24507 2.99540  0.000
C21 -0.46187 0.36417 -3.52795  -0.535
N3 1.30304 4.98717 -1.99948  -0.036
O7 -0.31675 -0.76161 3.51605  0.215
C22 1.20810 2.83662 -0.28460  -0.451
C23 0.17635 1.36932 -4.47655  0.007
F7 -3.81395 -4.66185 3.64423  0.113
H24 5.32378 -3.37845 2.92657  0.130
C24 -6.03284 1.05927 1.34307  -0.198
C25 1.36635 6.04413 -3.00830  0.002
H25 -4.24213 -1.53592 -0.40874  0.045
H26 0.89713 -4.48628 -1.29457  0.117
F8 5.59073 -0.58879 5.44343  0.108
C26 -4.89178 -0.81031 -0.95474  -0.145
C27 2.48664 3.46888 -0.60988  0.048
H27 1.22210 5.61803 -3.99379  0.102
C28 0.21950 -3.17053 1.06092  -0.350
C29 -0.69343 1.97012 4.62677  0.074
H28 -1.87905 5.15510 4.33597  0.152
C30 4.90481 -1.28315 3.29934  -0.107
C31 -0.93378 -0.83738 -4.34712  -0.007
O8 0.45795 -0.02571 -2.51568  -0.039
C32 1.67145 -3.83354 -1.75724  -0.055
O9 -1.51251 1.19076 -1.55121  -0.186
C33 -0.92523 3.30613 4.94400  0.051
H29 -0.60499 1.90011 -5.02049  0.102
H30 2.33130 6.56302 -2.97028  0.103
H31 3.51928 -3.67875 1.27695  0.123
F9 3.47512 -4.80120 -5.46754  0.107
C34 4.68745 -2.52500 2.70115  0.025
O10 -0.88890 4.50807 -2.52796  0.085
H32 -1.29538 -2.93736 -0.49572  0.097
C35 -0.62053 -4.56831 2.94151  0.013
C36 3.30618 -2.04340 -1.62967  -0.075
P1 1.41464 -2.01826 0.36935  1.068
H33 -5.32336 3.23176 -0.83154  0.047
C37 -2.21500 4.38183 1.52310  -0.337
C38 3.60937 -2.74498 1.82601  -0.057
C39 -1.72336 0.87694 -2.82882  -0.472
H34 -0.03984 -1.28669 -4.80924  0.093
H35 3.76023 -1.21099 -1.06832  0.113
H36 -0.41748 1.30697 5.46721  0.151
H37 3.41640 3.18531 -0.13046  0.119
H38 0.78931 0.79557 -5.18730  0.098
C40 -5.21945 2.25831 -1.34712  -0.174

Output
E_tot   -162927.236 eV
Energy relative to the best compared isomer or geometry (same formula, charge and spin)   0.6717 eV
Molar mass   1176.1 g mol⁻¹
Gap between HOMO and LUMO   3.904 eV
HOMO level   -11.91 eV
Net charge   +2

---

2.
Formula: C40H38BF4IN11NaO3S
Source: the OMol25 dataset
Level of theory: ωB97M-V/def2-TZVPD

Last column: Löwdin charge in e.
CARTESIAN COORDINATES (ANGSTROEM)
O1 0.14875 -0.13599 30.28982  -0.368
C1 -11.71838 -4.87358 26.93160  -0.146
H1 -15.63999 1.11774 18.85709  0.116
H2 -17.55635 0.46486 23.87836  0.157
C2 -6.15101 -0.30512 28.79141  0.021
C3 -14.61082 -0.71905 26.28810  -0.133
C4 -4.65212 0.19829 30.75417  -0.210
N1 -10.77480 -2.94552 27.53974  0.044
H3 -8.74964 -2.35182 30.99559  0.068
C5 -17.53288 0.83016 21.72941  -0.181
N2 -13.27205 -0.84340 26.20354  0.112
C6 -13.10979 -2.24503 30.18945  -0.267
N3 -12.91576 -0.91776 29.88807  0.062
H4 -13.36017 1.97088 26.53441  0.090
N4 -2.13851 0.31302 31.81500  0.106
N5 -10.78311 -2.29213 30.97110  -0.192
H5 -5.31428 -0.50353 28.15598  0.116
N6 -17.06140 0.44175 22.97614  0.150
N7 -15.29856 0.35242 21.59858  0.170
H6 -15.01002 -0.87177 27.26310  0.096
B1 -9.35654 0.74858 25.26695  -1.240
H7 -10.92783 -2.11520 33.13960  0.096
C7 -18.93298 1.46962 19.87643  -0.105
N8 -12.63378 1.38536 28.42432  -0.202
S1 -0.90404 -0.97891 29.80845  0.395
H8 -3.02103 1.11488 33.47807  0.087
H9 -10.13159 -0.78279 32.34491  0.058
C8 -14.89112 -0.24308 23.98973  -0.160
C9 -10.93254 -1.49669 32.19267  -0.069
H10 -9.51186 -3.53656 29.89816  0.091
H11 -12.68141 -3.37775 28.04984  0.107
H12 -11.28687 -4.91062 31.22159  0.088
F1 -9.55001 1.96762 25.86665  0.132
H13 -13.29522 -6.12692 30.50375  0.082
C10 -16.39055 0.79143 20.88869  -0.231
C11 -12.75219 -0.67607 24.96912  -0.079
C12 -11.70677 1.90748 29.41446  -0.088
C13 -12.09790 -4.37013 30.79649  -0.046
C14 -15.43961 -0.48857 25.23747  -0.029
H14 -17.12596 0.44181 31.07164  0.080
C15 -16.52435 1.14339 19.52416  -0.025
H15 -19.90634 1.60614 19.48612  0.076
H16 -15.30934 -1.14811 31.11801  0.105
H17 -14.86153 2.88561 28.30750  0.090
C16 -13.53536 -0.38048 23.84276  0.008
N9 -11.87066 -3.70978 27.58193  0.026
C17 -13.26707 -5.05053 30.46102  -0.144
H18 -13.07803 -0.28158 22.85101  0.125
Na1 -11.01502 -0.65319 28.23427  0.275
C18 -18.82196 1.13011 21.22563  -0.031
C19 -9.89980 -3.64198 26.84442  -0.201
C20 -14.96801 2.04300 28.98523  -0.027
H19 -11.67134 -0.90549 24.81633  0.114
H20 -12.52286 -5.57056 26.83600  0.114
H21 -15.27648 -4.91565 29.71164  0.096
H22 -19.68487 1.19125 21.86918  0.095
C21 -12.64072 2.30834 27.29510  -0.082
C22 -10.45447 -4.89274 26.42091  -0.762
C23 -11.97416 -2.99182 30.66695  -0.222
C24 -8.37912 0.21176 30.22332  -0.186
C25 -2.39459 -0.21541 30.62368  -0.321
C26 -16.24480 0.70250 30.52740  -0.127
H23 -17.89551 1.65637 17.96657  0.093
C27 -13.89085 1.13918 29.05654  -0.216
C28 -17.77841 1.49603 19.04191  -0.109
H24 -16.96786 2.51685 29.66603  0.073
H25 -16.50929 -0.36998 25.42572  0.105
C29 -3.19530 0.72984 32.51137  -0.132
H26 -7.51600 -0.78081 27.29321  0.096
H27 -10.73846 2.00626 28.93164  0.086
H28 -11.66279 2.27405 26.87938  0.062
H29 -11.67315 1.20626 30.26318  0.082
O2 -0.92354 -2.34324 30.33402  -0.381
H30 -8.90154 -3.22054 26.61463  0.122
C30 -9.56549 -3.04810 30.88617  -0.091
C31 -7.15768 0.41186 30.80512  -0.017
C32 -14.25373 -2.99594 29.81875  -0.083
H31 -15.09093 -2.39876 29.48069  0.088
F2 -7.99765 0.52056 25.15826  0.124
H32 -12.80860 3.36399 27.53160  0.083
C33 -14.37127 -4.36770 29.99582  -0.129
C34 -16.15878 1.81598 29.72567  -0.133
H33 -11.88327 -0.99193 32.07438  0.072
F3 -10.03273 0.70340 24.03811  0.098
O3 -1.20815 -0.88421 28.37675  -0.388
H34 -11.97341 2.89669 29.83045  0.096
I1 -9.36869 -6.20287 25.24481  0.812
C35 -5.98652 0.12644 30.08655  -0.139
C36 -4.49809 0.66253 32.06813  -0.009
H35 -9.27956 0.50887 30.78389  0.099
C37 -7.45787 -0.48576 28.32036  -0.074
C38 -14.01211 -0.07087 29.79445  -0.264
H36 -5.29686 0.89184 32.72515  0.081
N10 -3.60802 -0.20734 30.02033  0.172
F4 -9.91420 -0.32158 26.14366  -0.004
C39 -15.70208 0.19407 22.83622  -0.250
C40 -15.18576 -0.21593 30.54056  -0.059
H37 -9.48588 -3.80263 31.66145  0.072
N11 -8.59267 -0.18840 28.98970  0.093
H38 -7.14166 0.76268 31.82538  0.097

Output
E_tot   -99539.945 eV
Energy relative to the best compared isomer or geometry (same formula, charge and spin)   0.0000 eV
Molar mass   989.6 g mol⁻¹
Gap between HOMO and LUMO   5.635 eV
HOMO level   -2.64 eV
Net charge   -2

---

Among the records above, which one has the highest gap between HOMO and LUMO?
C40H38BF4IN11NaO3S

---

Look up the energy relative to the best compared isomer or geometry (same formula, charge and spin) of the second one.
0.0000 eV

---

Which formula does entry 2 have?
C40H38BF4IN11NaO3S

---

Number 1 is which compound?
C40H38AsF9HfN3O10P